Below is an isolated molecule of C10H8O2, with properties calculated with wB97M-V/def2-TZVPD.

XYZ file:
```
20
Properties=species:S:1:pos:R:3
O 2.0886 -0.1694 -1.7747
O 2.0659 2.0234 0.3306
C -1.4617 1.5701 0.5793
C 1.5158 -1.4200 1.7318
C 1.2558 1.1904 0.1371
C 1.8908 -1.1795 0.4958
C 1.3846 -0.1909 -0.5407
C -0.2176 1.0296 0.2062
C -0.2123 -0.1628 -0.5889
C -2.6281 0.9720 0.0691
C -1.3426 -0.7864 -1.0516
C -2.5659 -0.2106 -0.6937
H 0.6970 -0.9260 2.1549
H -3.5403 1.3177 0.1747
H -1.1331 -1.6768 -1.6323
H -1.4169 2.5030 1.1261
H 2.0612 -2.0322 2.2909
H 2.8885 -1.6847 0.4084
H 2.0535 0.5775 -2.3786
H -3.3831 -0.7443 -1.0445
```

Results
SMILES string: C=C[C@]1(O)C(=O)c2ccccc21
orbital gap: 9.27 eV
lowest unoccupied orbital energy: -0.02 eV
E_HOMO: -9.29 eV